# 1
{
  "formula": "C21H21BF5IrN9O5STe",
  "method": "ωB97M-V/def2-TZVPD",
  "elements": ["Ir", "C", "C", "N", "N", "C", "B", "N", "C", "C", "C", "N", "N", "C", "C", "C", "N", "N", "C", "C", "C", "N", "H", "H", "H", "H", "H", "H", "H", "H", "H", "H", "H", "H", "C", "C", "C", "C", "C", "C", "C", "S", "O", "O", "N", "C", "C", "O", "O", "H", "H", "H", "H", "H", "H", "H", "H", "H", "F", "Te", "F", "F", "F", "F", "O"],
  "xyz": [[-0.239034, 0.581445, -0.773506], [2.131454, -2.908603, -0.454796], [0.910201, -2.301132, -0.727866], [1.085866, -0.992500, -0.901945], [2.409709, -0.731490, -0.746134], [3.046681, -1.881867, -0.458062], [2.896857, 0.722197, -0.601559], [2.295327, 1.570350, -1.769911], [2.945415, 2.333151, -2.660035], [2.018271, 2.920538, -3.494518], [0.788266, 2.459480, -3.038294], [0.967886, 1.643429, -2.002079], [2.282803, 1.269910, 0.707690], [2.757951, 1.776421, 1.856394], [1.690969, 2.049113, 2.689542], [0.561142, 1.674771, 1.968336], [0.934923, 1.203916, 0.784358], [4.396974, 0.802745, -0.674892], [5.209885, 0.176320, -1.567515], [6.452727, 0.743174, -1.472856], [6.302460, 1.742816, -0.490631], [5.069109, 1.785177, -0.025472], [2.299741, -3.949975, -0.250169], [-0.067960, -2.736432, -0.794793], [4.104343, -1.885443, -0.258388], [4.018130, 2.422847, -2.621788], [2.200709, 3.599598, -4.307298], [-0.192342, 2.703365, -3.396612], [3.816152, 1.917012, 1.980060], [1.727361, 2.460173, 3.681892], [-0.484341, 1.726234, 2.222101], [4.843161, -0.611662, -2.204709], [7.337924, 0.475035, -2.022186], [7.042222, 2.426491, -0.105828], [-5.263545, -0.594400, 3.441078], [-4.635906, -0.637037, 2.079874], [-5.405008, -0.860949, 0.938792], [-4.809173, -0.972857, -0.303861], [-3.426726, -0.879194, -0.411026], [-2.652272, -0.605690, 0.713177], [-3.257823, -0.483717, 1.949530], [-2.654915, -1.197189, -1.942363], [-3.633957, -1.165037, -2.984199], [-1.748956, -2.292812, -1.834724], [-1.688167, 0.198598, -2.094932], [-2.440787, 1.366507, -2.457924], [-2.434040, 2.362372, -1.245080], [-3.258964, 3.229000, -1.182118], [-1.463358, 2.135893, -0.403696], [-6.320228, -0.338223, 3.383343], [-4.760889, 0.125184, 4.085676], [-5.172087, -1.575044, 3.913298], [-6.479040, -0.957067, 1.028331], [-5.393943, -1.159396, -1.194221], [-0.776007, -1.086306, 1.486169], [-2.640399, -0.303626, 2.820868], [-3.460121, 1.142107, -2.758119], [-1.959346, 1.894511, -3.279452], [-0.343463, -1.739303, 2.383459], [-1.458773, -3.674826, 2.618746], [-0.126884, -3.803843, 3.894996], [-2.479462, -2.913900, 4.093855], [-2.010449, -5.406521, 3.119814], [-0.110554, -4.468741, 1.455340], [-1.295698, -0.525098, 0.616838]],
  "forces_ev_per_a": [[-0.1, -0.2, 0.0], [0.0, 0.0, 0.0], [0.0, 0.0, 0.1], [0.0, 0.0, 0.0], [0.0, 0.0, 0.0], [0.0, 0.0, 0.0], [0.0, 0.0, 0.0], [0.0, -0.1, -0.1], [0.0, 0.0, 0.1], [0.0, 0.0, 0.0], [0.0, 0.1, 0.1], [0.1, 0.1, 0.0], [0.0, 0.0, 0.0], [0.0, 0.0, 0.0], [0.0, 0.0, 0.0], [0.0, 0.0, 0.0], [0.0, 0.1, 0.0], [0.0, 0.0, 0.0], [0.0, 0.0, 0.0], [0.0, 0.0, 0.0], [0.0, 0.0, 0.0], [0.0, 0.0, 0.0], [0.0, 0.0, 0.0], [0.0, 0.0, 0.0], [0.0, 0.0, 0.0], [0.0, 0.0, 0.0], [0.0, 0.0, 0.0], [-0.1, 0.0, 0.0], [0.0, 0.0, 0.0], [0.0, 0.0, 0.0], [0.0, 0.0, 0.0], [0.0, 0.0, 0.0], [0.0, 0.0, 0.0], [0.0, 0.0, 0.0], [0.0, 0.0, 0.0], [0.0, 0.0, 0.0], [0.0, 0.0, -0.1], [-0.1, 0.0, 0.0], [-0.1, 0.0, -0.1], [0.1, -0.1, 0.1], [0.0, 0.0, 0.0], [-0.1, 0.1, -0.1], [0.0, 0.0, 0.0], [0.0, 0.0, -0.1], [0.1, -0.1, 0.1], [0.0, 0.1, 0.1], [0.0, 0.0, -0.1], [0.0, 0.0, 0.0], [0.0, 0.0, 0.0], [0.0, 0.0, 0.0], [0.0, 0.0, 0.0], [0.0, 0.0, 0.0], [0.0, 0.0, 0.0], [0.0, 0.0, 0.0], [0.2, -0.1, 0.2], [0.0, 0.0, 0.0], [0.0, 0.0, 0.0], [0.0, 0.0, -0.1], [-0.1, 0.4, -0.3], [0.0, -0.2, -0.1], [0.0, 0.0, 0.0], [0.0, 0.0, 0.0], [0.0, 0.0, 0.0], [0.0, 0.0, 0.0], [0.0, 0.0, 0.1]],
  "mulliken_charge": [3.244, -1.603, -0.074, -0.867, 0.695, 0.006, 0.206, 1.219, -0.079, -1.250, 0.066, -1.158, 0.799, 0.137, -1.485, -0.050, -0.920, 0.448, -0.318, -0.854, -0.321, -0.997, 0.478, 0.720, 0.616, 0.379, 0.439, 0.280, 0.522, 0.439, 0.518, 0.592, 0.429, 0.473, -1.492, 0.627, -0.932, -0.722, 0.058, -0.133, -0.157, 1.264, -0.741, -0.707, -0.499, -0.814, 0.711, -0.652, -0.913, 0.427, 0.372, 0.282, 0.414, 0.581, 0.379, 0.440, 0.398, 0.341, -0.706, 1.700, -0.365, -0.516, -0.442, -0.506, -0.426],
  "orbital_gap_ev": [9.852, 6.183],
  "relative_energy_kcal_mol": 0.0,
  "e_tot_ha": -2976.7875,
  "multiplicity": 2,
  "e_lumo_ev": [0.154, -3.424]
}

# 2
{
  "formula": "C21H21BaClN2O3",
  "method": "ωB97M-V/def2-TZVPD",
  "elements": ["Ba", "C", "N", "C", "C", "C", "C", "C", "C", "C", "C", "H", "H", "H", "H", "H", "H", "H", "H", "H", "H", "H", "H", "O", "C", "C", "C", "C", "C", "C", "C", "O", "O", "H", "H", "H", "H", "H", "Cl", "C", "C", "C", "C", "N", "C", "H", "H", "H", "H"],
  "xyz": [[-6.470890, -19.806597, 2.754092], [-8.454911, -21.545365, -0.286488], [-7.330465, -21.767133, 0.651834], [-6.119094, -21.677810, -0.145146], [-7.503803, -23.109482, 1.234042], [-6.417337, -23.432769, 2.245269], [-5.934157, -24.728063, 2.279368], [-5.059944, -25.100497, 3.284049], [-4.529207, -24.187335, 4.197689], [-4.956118, -22.853515, 4.035348], [-5.943449, -22.454460, 3.141817], [-8.346216, -22.214497, -1.172694], [-8.464375, -20.517568, -0.700289], [-9.398687, -21.727342, 0.206203], [-6.130936, -22.312404, -0.998111], [-5.177118, -21.955228, 0.412852], [-5.975487, -20.640334, -0.534983], [-7.495090, -23.901915, 0.477538], [-8.462056, -23.041237, 1.773415], [-6.236981, -25.446094, 1.511904], [-4.770227, -26.147540, 3.408273], [-3.869465, -24.419456, 4.997244], [-4.464510, -22.121122, 4.644341], [-4.727852, -14.934455, 3.222923], [-3.669891, -15.453928, 3.937116], [-2.678008, -14.552186, 4.328975], [-1.538135, -15.061351, 4.864292], [-1.360308, -16.457424, 5.034435], [-2.317669, -17.276671, 4.530778], [-3.532233, -16.806325, 4.054690], [-4.555991, -17.806071, 3.698433], [-4.214234, -18.644744, 2.835400], [-5.695035, -17.814811, 4.238675], [-4.589822, -13.988810, 3.232305], [-2.731134, -13.468451, 4.096614], [-0.822901, -14.350405, 5.332390], [-0.523423, -16.861809, 5.634459], [-2.301318, -18.347429, 4.671481], [-10.815364, -16.198743, -0.599717], [-9.338807, -16.205815, 0.333778], [-8.486951, -15.082712, 0.397881], [-7.347837, -15.190792, 1.162920], [-7.122905, -16.355652, 1.881076], [-7.960943, -17.388628, 1.822053], [-9.039554, -17.319380, 1.057576], [-8.790000, -14.122187, -0.013445], [-6.645056, -14.361382, 1.267516], [-6.230493, -16.418747, 2.469582], [-9.730984, -18.145415, 1.063093]],
  "forces_ev_per_a": [[-0.4, -0.4, -0.2], [0.6, 0.3, -0.6], [-0.6, 0.1, -1.0], [1.8, 1.1, 0.9], [0.6, 0.6, 1.0], [0.1, 0.1, 0.3], [-0.1, -0.1, -0.2], [1.0, -1.0, 1.1], [-1.6, 1.1, -1.5], [0.2, -1.0, 0.0], [-0.3, 0.4, -0.4], [-0.3, 0.2, 0.5], [0.1, -0.3, 0.4], [-0.3, -0.1, 0.1], [-0.2, -0.8, -1.0], [-1.2, 0.3, -0.2], [-0.2, -0.6, 0.3], [-0.4, 0.1, -0.2], [0.1, -0.5, -0.3], [0.0, 0.0, 0.3], [-0.1, 0.2, -0.3], [0.5, -0.5, 0.4], [0.1, 0.5, 0.5], [-0.3, -0.4, 0.4], [-0.3, 1.4, -1.1], [-0.1, 0.2, -0.7], [1.5, -0.2, 1.9], [1.0, 1.2, 0.5], [-0.9, -1.2, 0.8], [0.5, 0.4, 0.3], [-0.7, 0.0, -0.1], [0.5, -0.6, -0.7], [0.3, 0.5, 0.4], [-0.2, 0.4, -0.1], [-0.3, -0.8, 0.3], [-0.3, -0.7, -0.6], [-0.4, 0.4, -0.7], [0.5, -0.2, -0.1], [0.4, 0.2, 0.1], [0.0, 1.4, -0.6], [-1.0, -0.3, 0.1], [0.2, 0.4, 0.2], [-0.2, 0.0, -0.8], [0.7, -0.5, 0.5], [-0.1, -0.1, 0.2], [0.1, -0.4, -0.3], [-0.3, -0.3, -0.1], [0.0, -0.3, 0.4], [0.0, -0.3, 0.0]],
  "mulliken_charge": [1.720, -1.163, 0.281, -1.102, -0.898, 0.741, -0.826, -0.375, -0.836, -0.212, -0.401, 0.374, 0.283, 0.331, 0.393, 0.332, 0.342, 0.272, 0.354, 0.267, 0.314, 0.412, 0.322, -0.377, 1.324, -1.066, -0.326, -0.687, -0.584, 0.517, 0.463, -0.948, -0.889, 0.261, 0.223, 0.300, 0.348, 0.393, -0.215, 0.458, -0.416, -0.444, 0.204, -0.191, -0.643, 0.400, 0.336, 0.178, 0.456],
  "orbital_gap_ev": 6.910,
  "relative_energy_kcal_mol": 0.0,
  "e_tot_ha": -1633.7538,
  "e_lumo_ev": 0.024
}